Formula: C2H5N3OS
Source: OMol25
Level of theory: ωB97M-V/def2-TZVPD

ORCA input file:
```
! RIJCOSX wB97M-V def2-TZVPD def2/J DEFGRID3
* xyz 0 1
C 0.4535 -0.7501 -0.1849
C 0.1996 0.5575 0.5092
N 1.6849 -1.3180 0.0301
N 1.3439 0.8012 1.3492
N -0.4262 -1.3045 -1.0280
O 2.5897 -1.2375 2.3762
S 2.5860 -0.4529 1.1635
H 0.0354 1.3434 -0.2404
H -0.7044 0.4688 1.1272
H 1.7701 1.7063 1.2149
H -1.4017 -1.0567 -0.9777
H -0.1859 -2.2223 -1.3627
*
```

Output
E	-716.8800	Eh
gap between HOMO and LUMO	9.7	eV
F_max	4.61	eV/Å
energy relative to the best compared isomer or geometry (same formula, charge and spin)	38.1	kcal per mole